[1]
An isolated ion of composition C25H26NO and charge +1 in a non-equilibrium geometry, computed with the ωB97M-V functional and the def2-TZVPD basis.

Structure (XYZ):
```
53
Properties=species:S:1:pos:R:3:forces:R:3
O 2.1949 4.4172 -2.7390 -0.4639 -0.3238 0.4288
N -0.1391 1.4732 2.4836 -0.3028 -2.5197 0.0091
C 5.4858 6.0192 -3.1550 -0.2024 0.2138 -0.0415
C -1.7172 4.1263 5.2105 0.3266 -0.2364 -0.1098
C 0.4900 2.7459 2.4413 1.4297 2.3166 0.2318
C -1.8372 -0.1665 2.2634 -0.2438 -0.0705 -0.0258
C -0.9289 3.2737 4.4340 -0.5329 0.2499 0.0235
C -1.7861 5.4885 4.9125 0.1437 -0.1859 -0.0110
C -1.0485 5.9846 3.8374 0.2803 -0.3054 0.1029
C 5.1812 7.3409 -2.8068 -0.0939 -0.0788 0.0675
C 0.4635 0.3207 2.6507 -0.6369 1.3831 -0.4160
C 2.2289 2.8449 -0.9392 -0.0166 0.2141 0.0987
C -2.5572 6.4126 5.7949 -0.3287 0.2458 0.1346
C -0.2341 5.1363 3.0881 -0.2370 -0.1006 -0.3092
C -0.4606 -0.8216 2.4385 -0.3767 -0.0809 -0.0374
C 1.8378 2.4943 0.3450 -0.1150 -0.0106 -0.1718
C 0.5629 4.6242 -0.9352 0.2014 -0.3535 -0.0491
C 4.4903 5.0424 -3.1372 -0.4549 0.0893 0.2908
C 2.8921 6.7012 -2.3142 0.3865 -0.4201 -0.2531
C 0.8001 3.1646 1.0017 -0.3684 0.0044 -0.5065
C -0.2699 3.7503 3.2973 0.0709 0.2850 0.5848
C 3.2049 5.3926 -2.7006 0.1077 0.2239 0.1337
C 0.1086 4.1658 0.3083 -0.0829 0.0998 -0.0572
C -1.5878 1.3383 2.1804 -0.2591 -0.1831 -0.2368
C 3.8895 7.6784 -2.3902 -0.1209 -0.2155 0.0434
C 1.6381 3.9652 -1.5361 0.8696 0.5177 -0.3734
C 1.8953 0.2001 2.9684 0.6887 -0.2280 0.5166
H 1.8745 6.9292 -1.9950 0.3450 0.0653 -0.1138
H 2.2248 0.9936 3.6623 -0.0886 -0.3403 -0.3793
H 3.6327 8.7059 -2.1248 0.2026 -0.2921 -0.0895
H 0.4068 5.5598 2.3124 -0.3404 -0.1449 0.2267
H -3.4731 5.9387 6.1591 0.0885 0.1059 -0.0313
H 1.4816 2.6877 2.9216 -0.3363 -0.4139 -0.1984
H 6.4988 5.7486 -3.4591 -0.3321 0.1256 0.0395
H -2.8245 7.3232 5.2508 0.0003 -0.0792 0.1972
H -0.7783 4.6325 0.7480 0.4505 -0.1533 -0.1764
H -1.9610 6.6946 6.6745 -0.1273 -0.0322 -0.2420
H 4.6879 4.0163 -3.4550 -0.0658 0.3377 0.1369
H -0.1762 -1.3719 1.5323 0.2590 0.0265 0.2509
H -2.3480 -0.5147 1.3661 0.0036 -0.1048 0.1995
H 3.0298 2.3011 -1.4517 -0.3201 0.3689 0.1834
H -2.4592 -0.3710 3.1351 -0.0448 -0.1172 -0.1888
H -2.2925 3.7239 6.0503 0.3187 0.1726 -0.2251
H -2.1814 1.8409 2.9417 0.2453 0.3021 -0.2507
H 5.9488 8.1154 -2.8645 -0.2298 -0.2880 0.0426
H -1.8153 1.7660 1.1924 0.3054 -0.0163 0.3430
H 2.5205 0.2482 2.0601 -0.3226 -0.0933 0.4095
H -1.1158 7.0441 3.5835 0.2103 -0.2726 0.1684
H 2.0823 -0.7689 3.4454 -0.0326 0.1982 -0.1510
H -0.4394 -1.5136 3.2869 0.1978 0.0253 -0.2023
H 2.3478 1.6737 0.8430 -0.0126 0.2900 -0.1668
H 0.1151 5.4948 -1.4284 0.0799 -0.5323 0.2085
H -0.8620 2.2146 4.7025 -0.1225 0.3321 -0.0584
```
Positions in Å, forces in eV/Å.

- Calculated total energy: -29878.205 eV
- Molecular weight: 356.5 g mol⁻¹
- Net charge: +1
- Multiplicity: 1
- SMILES: CC1=[N+]([C@H](c2ccc(C)cc2)c2ccc(Oc3ccccc3)cc2)CCC1
- HOMO level: -0.40436 hartree
- Frontier orbital gap: 7.44 eV
- Relative energy (zero: lowest compared OMol25 entry of this formula, charge and spin): 0.0 kJ/mol


[2]
An isolated molecule of CH3N5 in a non-equilibrium geometry, computed with the ωB97M-V functional and the def2-TZVPD basis.

Structure (XYZ):
```
9
Properties=species:S:1:pos:R:3:forces:R:3
N 1.2817 1.6489 -0.5160 -0.8397 -2.9580 3.0096
N -1.6387 -0.3246 -0.5491 -2.0216 -1.3066 -0.7766
N -0.8954 -1.0022 0.2229 1.7472 -4.9149 3.0316
N -1.0907 0.7228 -0.8084 1.0573 6.5046 -2.4981
N 0.3283 -0.4331 0.3203 0.7019 1.6161 -3.0204
C 0.2565 0.8899 -0.2746 -1.0616 -3.1245 -1.4503
H 1.8979 0.9734 0.1406 -0.0807 2.6058 -2.0295
H 0.6617 -0.4172 1.1913 1.6494 -0.2914 4.3066
H -0.8012 -2.0580 0.2729 -1.1521 1.8689 -0.5730
```
Positions in Å, forces in eV/Å.

- Calculated total energy: -8531.889 eV
- Molecular weight: 85.1 g mol⁻¹
- Multiplicity: 1
- SMILES: [H]/N=c1/nn[nH][nH]1
- HOMO level: -0.33657 hartree
- Frontier orbital gap: 9.76 eV
- Relative energy (zero: lowest compared OMol25 entry of this formula, charge and spin): 309.3 kJ/mol


[3]
An isolated molecule of C21H48N3O5P in a non-equilibrium geometry, computed with the ωB97M-V functional and the def2-TZVPD basis.

Structure (XYZ):
```
78
Properties=species:S:1:pos:R:3:forces:R:3
P 3.8737 1.0551 1.3221 0.0436 -1.3330 1.6248
O 2.0276 -4.2864 1.3660 -0.6735 -0.0185 0.5055
O -5.7819 -0.9803 0.4800 -0.3087 0.8858 0.3768
O 4.8532 1.9911 2.3428 -0.5414 -0.8550 -2.3360
O 4.9129 0.4136 0.1525 -0.7158 1.8159 2.2287
O 2.6664 3.5499 1.0780 0.6504 -0.7684 -0.3442
N 1.2834 0.2903 -0.2936 -0.2025 0.8490 -0.2928
N 3.1995 -0.0582 2.2115 0.1077 1.4035 -1.0013
N -2.0716 1.6239 1.8646 0.4536 0.0629 0.2484
C 2.5852 -1.5484 -1.2885 -0.2372 0.4761 -0.5726
C 1.1482 -3.6827 -1.7179 -0.4529 0.0699 -1.1586
C -0.7152 0.9905 1.7367 -0.4592 0.1519 0.9373
C 0.4222 2.0106 1.4001 -0.2951 -0.4311 0.0417
C 2.4988 -3.3688 2.3585 1.1185 0.4228 -0.6563
C 2.1265 -0.0293 -1.4599 0.8732 -2.0542 -0.3161
C -0.7717 2.4629 -1.3364 0.0600 0.2994 -1.1987
C 2.7381 2.2543 0.4539 -0.0033 0.0920 -2.0130
C -0.1438 -3.1799 -0.9777 0.7505 0.0336 0.4396
C -4.7549 0.1325 -1.3765 0.6522 0.6158 0.3132
C -1.1432 1.4055 -2.4459 -1.3236 -0.1596 0.1957
C -5.5190 0.3389 -0.0278 -0.2688 -0.4672 -0.8578
C -6.7820 -0.9451 1.4874 -0.2504 -0.9768 0.5549
C -3.6122 1.1889 -1.6243 0.4851 -0.5196 0.7570
C 0.7578 2.6126 -1.0469 -0.5555 0.8822 0.6357
C 1.2878 1.6943 0.1182 0.1990 1.7387 -0.0204
C 0.6058 -4.2960 1.2837 -0.1551 0.0937 -0.3674
C 0.0004 -3.0404 0.5792 -0.7997 -0.1444 -0.0050
C 1.9725 -2.5086 -2.3745 0.1589 -0.9745 1.3155
C -2.2457 0.4318 -1.8584 0.3392 1.0093 -0.1878
C 3.6934 4.3815 0.5004 0.3361 0.3140 0.7066
H 0.9235 3.6712 -0.7154 -0.0443 -0.7763 -0.2400
H 1.2883 -1.9881 -3.0802 0.5929 -0.1850 0.3129
H 3.6909 -1.5943 -1.3652 -0.6211 0.0034 0.2016
H -0.3824 -2.1668 -1.3837 -0.1148 -0.6935 0.1659
H 4.1997 2.4610 2.8780 0.1051 0.0225 0.2453
H 3.1937 2.4509 -0.5533 -0.1347 -0.4858 0.7165
H 3.3403 4.8358 -0.4510 0.2831 -0.4033 0.4557
H -1.0399 -2.9242 0.9813 0.7339 0.0516 -0.2207
H -1.0002 -3.8586 -1.1970 0.5754 0.4729 0.1248
H -3.8295 1.9083 -2.4425 0.0778 -0.6008 0.3069
H 0.1941 -4.4424 2.3115 0.1020 0.2414 -0.6289
H 3.9332 5.1835 1.2320 -0.3463 -0.4402 -0.4942
H 0.8006 -4.3098 -2.5795 0.2596 0.3343 0.6314
H 1.5983 0.0007 -2.4438 0.1832 0.4277 0.7494
H -4.9161 0.9213 0.7141 -0.3637 -0.3885 -0.5612
H -6.5136 0.8288 -0.1881 0.8075 -0.0223 0.0674
H -4.2573 -0.8616 -1.2922 -0.5337 0.5911 -0.0944
H -3.4881 1.7946 -0.6916 -0.1489 -0.3330 -0.7409
H -1.1196 3.4537 -1.7227 0.2300 -0.6755 0.4278
H 5.7886 0.5199 0.5588 0.2275 -0.2281 -0.4157
H -1.8692 0.1132 -0.8552 -0.4758 -0.2237 -0.6928
H -7.7870 -1.2192 1.0772 0.6503 0.4307 0.1463
H 1.3133 2.5085 -2.0045 -0.1503 -0.2547 0.6417
H -1.6445 1.9180 -3.3059 0.5922 -0.2722 0.5373
H -2.0155 2.6220 1.6739 0.0407 -0.1699 -0.0679
H 2.1893 0.0594 2.1140 0.1287 -0.4694 0.0105
H 3.0570 0.5585 -1.5727 -0.7286 0.1060 0.3950
H 0.5386 -2.0988 0.8246 -0.1518 -0.7089 0.0490
H 2.2914 -1.8619 -0.2609 0.3747 0.1870 -0.8411
H 0.3288 0.1248 -0.6240 0.2029 -0.1648 0.4196
H -5.4200 0.1284 -2.2637 0.1473 -0.2141 0.6890
H 3.3719 -3.8397 2.8691 -0.7905 0.2204 -0.1275
H 2.9155 -2.4794 1.8233 -0.5227 -0.3899 0.7312
H -2.4168 -0.4518 -2.5076 0.1986 0.4656 0.3538
H -6.5253 -1.7370 2.2300 -0.1788 0.5787 -0.4339
H -0.0083 3.0291 1.2414 0.2266 -0.8087 0.1703
H 1.7881 -4.3547 -1.1052 -0.3946 0.6821 -0.1760
H 1.7158 -3.0593 3.0870 0.4926 -0.2767 -0.4496
H -0.8197 0.1241 1.0551 0.3804 0.6081 0.1997
H 0.3228 -5.1898 0.6850 0.2324 0.4294 0.3753
H -0.2779 0.8613 -2.8779 -0.3819 0.2780 0.4995
H -2.3437 1.5701 2.8434 -0.1384 -0.0227 -0.2652
H 1.0511 2.1144 2.3171 -0.2396 -0.1605 -0.8419
H -6.8477 0.0227 2.0289 0.1301 -0.4456 -0.4063
H 2.8205 -2.9849 -2.9129 -0.6766 0.4216 -0.0718
H -1.4032 2.2501 -0.4494 0.6986 0.1538 -0.3423
H 4.6279 3.7868 0.3747 -0.6117 0.5271 -0.1587
H -0.5053 0.5614 2.7486 0.0895 0.0666 -0.9063
```
Positions in Å, forces in eV/Å.

- Calculated total energy: -46549.685 eV
- Molecular weight: 453.6 g mol⁻¹
- Multiplicity: 1
- SMILES: COCCCCCCCN[C@](CCN)(CCCCCCCOC)[C@@H](OC)P(=N)(O)O
- HOMO level: -0.31939 hartree
- Frontier orbital gap: 9.18 eV
- Relative energy (zero: lowest compared OMol25 entry of this formula, charge and spin): 137.2 kJ/mol


[4]
C21H32N3OPPdS2 as an isolated structure, computed with the ωB97M-V functional and the def2-TZVPD basis.

Structure (XYZ):
```
61
Properties=species:S:1:pos:R:3:forces:R:3
Pd -1.0821 0.8767 0.8506 -0.1900 0.3251 -0.3250
S 2.4919 -0.6683 1.1882 0.1333 -0.0894 0.1436
S -0.3319 -0.8132 -0.7368 0.1373 -0.4551 -0.2112
P 1.5473 -1.4800 -0.3333 -0.3340 0.2002 0.0408
O -3.2699 -0.2185 1.1347 -0.0658 -0.0942 0.1056
N -2.4557 2.5805 -0.1647 -0.0597 -0.2193 0.1081
N 0.4345 2.5584 0.5558 0.2843 -0.2352 -0.1607
N -4.5569 -0.9473 2.8228 -0.0098 0.0304 0.0737
C -3.1610 1.8610 -1.2313 0.0168 0.1100 0.0000
C 4.6812 -1.1667 -2.9319 -0.0141 0.0026 0.0053
C 1.4546 -3.2852 -0.1235 0.0698 -0.2484 0.0476
C 2.4613 -5.3063 0.7326 -0.0273 0.0618 -0.0143
C -3.4282 3.2414 0.6998 0.1101 0.0544 0.0144
C 1.9147 -1.2637 -3.1302 0.0054 -0.0307 -0.0435
C 0.4418 -5.4295 -0.5615 0.0106 0.0570 0.0088
C -1.2885 0.6340 2.9512 0.0065 0.0570 0.1085
C 2.4619 -3.9242 0.5967 -0.0053 -0.0964 -0.0026
C 1.2131 2.7309 1.7857 0.0106 0.0154 0.0486
C 1.4517 -6.0621 0.1519 -0.0173 0.0469 -0.0227
C 1.3662 2.2453 -0.5437 -0.1125 0.1949 -0.0447
C 2.5141 -1.3093 -1.8735 0.2071 0.0329 -0.1334
C -3.5381 -0.2122 2.3363 0.1069 0.0493 -0.2799
C 4.0785 -1.1173 -4.1822 -0.0466 -0.0022 0.0647
C -1.4636 3.5102 -0.7163 -0.1806 -0.0116 -0.0695
C 2.6940 -1.1673 -4.2785 -0.0267 -0.0080 0.0825
C 3.9042 -1.2602 -1.7852 0.0248 0.0095 -0.0435
C 0.4414 -4.0462 -0.6989 0.0007 -0.0437 -0.0239
C -0.3460 3.7650 0.2642 0.1046 0.0592 0.2749
C -2.7593 0.6499 3.2988 -0.0866 -0.0740 0.1715
H -4.1065 2.4931 1.1066 0.0010 -0.0073 -0.0093
H -2.9314 3.7424 1.5307 0.0241 -0.0055 -0.0187
H 4.3701 -1.2778 -0.8073 -0.0028 0.0082 -0.0142
H -1.9362 4.4638 -0.9876 -0.0102 0.0232 -0.0436
H 5.7606 -1.1265 -2.8476 -0.0262 0.0023 0.0026
H -5.0514 -1.5601 2.1971 -0.0050 -0.0039 -0.0002
H 1.4496 -7.1407 0.2594 -0.0099 0.0438 -0.0047
H -1.0664 3.0765 -1.6343 0.0049 -0.0284 0.0104
H 4.6850 -1.0353 -5.0767 -0.0275 -0.0134 0.0328
H 2.0470 3.0917 -0.7034 0.0276 0.0062 -0.0252
H -2.4447 1.3166 -1.8455 0.0289 -0.0016 0.0091
H 0.8344 -1.2969 -3.2077 0.0254 0.0195 0.0133
H -3.1672 1.6606 3.1924 -0.0102 0.0167 0.0283
H -3.7247 2.5578 -1.8670 -0.0139 -0.0048 -0.0226
H 1.7451 1.8052 1.9998 -0.0342 0.0293 -0.0221
H -4.7258 -1.0056 3.8101 -0.0113 -0.0202 -0.0098
H 2.2179 -1.1295 -5.2511 -0.0067 0.0018 0.0348
H 0.3149 4.5581 -0.1081 0.0005 0.0466 -0.0301
H -4.0157 3.9853 0.1444 -0.0272 0.0199 -0.0200
H -0.7245 1.3869 3.4959 -0.0339 0.0405 0.0490
H 3.2458 -5.7916 1.3002 -0.0069 0.0135 -0.0153
H 1.9401 3.5454 1.6794 0.0086 0.0551 -0.0246
H -0.8413 -0.3464 3.1091 0.0573 -0.0580 0.0308
H 0.8270 2.0296 -1.4628 -0.0520 0.0356 -0.0160
H -0.3532 -6.0138 -1.0083 0.0086 0.0156 0.0011
H -2.9624 0.3385 4.3309 -0.0290 -0.0087 0.0313
H 1.9369 1.3590 -0.2825 0.0387 0.0619 0.0549
H -0.7730 4.1170 1.2061 0.0258 0.0148 0.0189
H -0.3550 -3.5501 -1.2406 0.0171 -0.0145 0.0130
H 0.5434 2.9566 2.6132 -0.0033 0.0312 0.0079
H 3.2350 -3.3273 1.0644 -0.0111 -0.0093 0.0015
H -3.8448 1.1419 -0.7873 0.0001 -0.0084 0.0132
```
Positions in Å, forces in eV/Å.

- Calculated total energy: -63253.868 eV
- Molecular weight: 544.0 g mol⁻¹
- Multiplicity: 3
- HOMO level (alpha / beta): -0.25607 / -0.27178 hartree
- Frontier orbital gap (alpha / beta): 7.56 / 7.15 eV
- Relative energy (zero: lowest compared OMol25 entry of this formula, charge and spin): 38.5 kJ/mol
- ⟨S²⟩: 2.005